Entry 1:
Here is a 9-piece molecular cluster, H18O9 overall at a distorted geometry from OMol25. Energies are from ωB97M-V/def2-TZVPD.

Its charge is 0. As for the spin multiplicity: 1. The total energy is -687.93462 Ha. The SMILES is O.O.O.O.O.O.O.O.O.

```
27
Properties=species:S:1:pos:R:3:forces:R:3:mulliken_charge:R:1
H 0.1323 2.7152 -2.3644 0.6002 1.1526 -1.1658 0.3058
H -0.2987 -2.6287 1.1827 0.1943 0.3489 0.5404 0.2919
H 1.7157 -1.2387 2.0220 -2.7657 -1.5367 -1.0606 0.3580
H -0.0557 -0.2596 -0.8989 -1.0695 -0.1239 -0.3973 0.3248
H -3.4260 0.7989 -0.7106 -0.6432 -0.7066 -0.3418 0.2895
H 0.3199 -0.6332 0.5808 -0.5316 -0.4722 0.3324 0.2735
H 2.5005 0.7993 1.6735 0.4459 0.4453 -0.1125 0.4133
H 1.3146 -1.0141 -1.7541 0.3037 0.4499 0.2121 0.3642
H -0.4774 0.7886 2.4869 0.8935 0.4807 0.8727 0.3480
O -1.1582 0.4715 1.9170 -0.6478 -0.0544 -0.6551 -0.6847
O -3.0120 1.5505 -0.3197 0.4772 0.5913 0.6945 -0.6107
O 2.5155 -0.9048 2.3096 2.7977 1.1163 2.5896 -0.6867
H -2.2207 1.6755 -0.8445 0.2039 0.2840 -0.6008 0.3275
H 1.6526 0.9359 0.5094 0.0142 0.2651 -0.6775 0.3164
H -1.1897 1.1444 1.2185 -0.3977 -0.3404 0.1563 0.3059
O 0.0283 -2.0206 1.8714 -0.2062 -0.5867 -0.3828 -0.7603
O -0.3862 1.9967 -2.0557 -0.8535 -0.6977 -0.3473 -0.6241
H -2.3361 -0.8893 -1.6385 -1.8751 0.4828 0.9305 0.2248
O 2.2927 1.4693 0.9933 -0.1833 -0.0519 0.6491 -0.6875
H -0.6394 -1.3273 1.9804 -0.4023 -0.0022 0.0399 0.3814
O 1.3883 -1.1237 -2.7012 0.1952 -1.1342 -0.7837 -0.6518
H -1.3957 -1.8729 -2.1050 0.6825 -0.8899 -0.4343 0.3066
O -1.5325 -0.9345 -2.1020 1.1531 0.3711 -0.4496 -0.5497
H 2.4561 -0.9797 3.2918 0.2301 0.0398 -1.1401 0.3205
H 1.3125 -0.2846 -3.1463 -0.1099 0.4459 0.2266 0.2735
O 0.6348 -0.2809 -0.2434 1.0659 0.5356 -0.3742 -0.4219
H -0.1356 2.0469 -1.1529 0.4283 -0.4125 1.6795 0.2518
```
Positions in Å, forces in eV/Å.

=====

Entry 2:
Here is a 2-piece molecular cluster, C6H11N3O3 overall at a distorted geometry from OMol25. Energies are from ωB97M-V/def2-TZVPD.

Its charge is 0. As for the spin multiplicity: 1. The total energy is -625.16220 Ha. The SMILES is CC/C(=N/C=O)NC=O.[H]/N=C/O.

```
23
Properties=species:S:1:pos:R:3:forces:R:3:mulliken_charge:R:1
O -2.6798 -0.0310 -1.2808 0.0706 -0.1891 0.2355 -0.4452
H -1.9077 1.5870 -2.3712 0.2677 -1.4235 2.5143 0.2302
H 2.1044 -0.4744 0.7948 1.5886 -1.0366 -2.3200 0.4693
C -0.2180 0.3524 0.3529 0.0302 -0.2324 0.1501 0.4365
N -0.8699 1.1681 -0.4994 0.0267 0.8361 -0.9244 -0.0445
C 2.3791 -1.2804 -1.0762 -0.5266 -0.3780 -0.1440 0.0398
H -2.7914 -0.0752 1.3174 1.6311 -1.9365 0.9361 0.2603
H -0.3343 2.0163 -0.7717 -0.3449 -0.4352 0.5184 0.3176
N 1.1890 -1.0289 -1.4510 0.0566 0.8149 1.8260 -0.3672
C 1.4489 1.9969 0.5159 2.9577 1.0657 1.0108 0.0808
H -1.2119 -1.4541 -0.0018 -0.1540 -1.2455 -2.0769 0.4840
N 0.9639 0.7473 0.7921 -0.4776 -0.3645 0.7862 -0.5074
C -1.9904 -0.8274 1.7630 0.2106 1.3856 -1.0055 -1.0632
C -0.8015 -0.9976 0.8271 0.4618 3.7218 -1.0346 -0.5752
H 3.0424 -1.8112 -1.8029 0.3070 0.5681 1.1433 0.3506
C -1.8802 0.8538 -1.3746 -0.8275 1.1095 -2.6634 0.0063
H 0.8983 -1.1981 -2.3835 0.4994 -0.5900 -0.9456 0.1550
H 2.5845 2.2013 0.8853 -2.3693 -0.9569 -0.6446 0.2863
H -1.4924 -0.3912 2.6133 -0.8827 -0.1246 1.1418 0.3534
O 0.9006 2.9531 -0.0008 -0.2433 -0.1305 -0.2776 -0.5815
H 0.1184 -1.4072 1.1474 0.3074 -1.4245 1.0072 0.3352
H -2.3031 -1.8687 1.8274 -0.7814 0.4171 0.8663 0.3261
O 2.8513 -1.0309 0.1775 -1.8082 0.5491 -0.0994 -0.5471
```
Positions in Å, forces in eV/Å.

=====

Entry 3:
Here is a 9-piece molecular cluster, C5H30N2O8S overall at a distorted geometry from OMol25. Energies are from ωB97M-V/def2-TZVPD.

Its charge is 0. As for the spin multiplicity: 1. The total energy is -1318.07906 Ha. The SMILES is CN[C@H](CN)CCS.O.O.O.O.O.O.O.O.

```
46
Properties=species:S:1:pos:R:3:forces:R:3:mulliken_charge:R:1
H 2.9708 -0.9720 0.6547 0.0014 -0.0665 -0.2158 0.2009
H -0.8988 -0.7549 1.5661 -0.1178 -0.1801 -0.1773 0.2547
H -0.3783 1.3627 -2.6159 -0.8009 -0.2967 -0.0280 0.3319
N -1.3255 0.3161 -0.2008 0.9097 -0.9397 -0.7116 -0.0357
H 1.1013 0.5223 -2.5379 0.1914 0.2954 0.2442 0.4987
S -0.2652 -0.9879 -4.4913 -0.1413 -0.0374 -0.1089 -0.2412
H -1.7988 -2.8352 -0.8639 -0.0212 -0.0004 0.1151 0.3104
H 2.8838 -2.2258 2.6335 -0.3599 -0.3533 0.2366 0.2818
H 3.6917 -1.0689 3.0557 -0.0983 0.2768 0.3538 0.3201
H -0.4383 2.5034 0.2569 -0.2122 -0.4245 0.3930 0.4391
H -2.6036 -0.2565 1.2500 0.1446 -0.3763 0.4333 0.3290
H -4.4738 -0.9612 -1.2132 0.2072 -0.0316 0.0774 0.2996
O 0.9786 0.3161 4.4050 -0.0162 0.2086 -0.1226 -0.6662
H 2.3575 2.7206 0.0901 -0.0472 0.1732 -0.2994 0.2768
O 2.6927 -4.4331 -0.3503 -0.1935 0.0659 0.0221 -0.6392
N 1.6230 2.2123 0.5505 -0.0120 -0.3718 0.5230 -0.4213
H -3.9070 2.4774 -1.8735 0.5366 0.8118 0.0198 0.3078
H -1.9127 -1.3191 -0.5419 0.1134 0.5050 -0.0475 0.2721
H 1.8692 -4.6380 -0.8114 0.1863 0.0270 0.0793 0.3129
C 0.0828 0.5497 -0.6440 -2.2926 2.0807 0.4577 0.3400
H -1.4242 -1.0952 -2.4023 0.1476 -0.3949 0.2710 -0.2761
O -3.0248 2.0718 -1.9041 -1.4255 -0.4289 0.0453 -0.6450
H -1.9198 1.0329 -0.6112 -0.0127 -0.0783 0.4875 0.1398
H 0.3435 -1.6524 -2.3669 -0.3475 -0.2055 0.7274 0.1768
H -3.7161 -1.3475 -2.4603 0.1645 -0.0383 0.0970 0.2856
H 1.0230 -0.3365 3.6949 0.0625 0.0328 0.0222 0.3331
H 1.5241 2.1522 3.7575 0.4435 -0.1300 0.1699 0.3951
H 0.6845 -0.1630 -0.0911 0.4524 -0.0234 -0.4039 0.3240
H -3.3925 1.1641 -1.9422 0.8077 -0.3949 -0.2265 0.3647
O -2.4093 -2.1630 -0.5477 -0.2224 -1.0845 0.0243 -0.6844
H 0.4891 2.6565 -1.1284 0.0489 -0.3235 -0.2858 0.3880
C 0.0683 0.4766 -2.1757 1.7090 -1.3277 0.5337 -0.8158
O 2.8603 -1.5100 3.2804 0.5341 -0.0837 -0.6754 -0.6232
O 1.7832 3.0707 3.5518 -0.8529 -0.4185 -0.1272 -0.6968
O -4.0361 -0.5789 -1.9810 -0.6257 0.3471 -0.2870 -0.7160
C 0.4010 2.0226 -0.2408 1.3324 0.5768 -0.1971 -1.0650
H 1.7923 0.1434 4.8891 -0.0269 -0.0592 0.1241 0.3164
H -1.4624 0.8847 1.8975 0.2970 0.0751 -0.2116 0.3223
H 1.4670 2.6515 1.4463 0.0769 -0.0245 0.0063 0.1009
C -1.5525 0.0351 1.1988 -0.6939 1.0283 0.2012 -0.9872
H 0.8946 3.4170 3.3897 0.2382 0.5103 0.1137 0.3278
H 3.0818 -3.7076 -0.8479 0.0262 -0.0061 -0.0892 0.3281
H 3.0623 0.5192 0.6594 -0.4416 0.6139 -0.1413 0.3339
H -1.5623 -1.1370 -4.8096 0.1113 0.0665 0.1682 0.1141
C -0.3897 -0.9028 -2.6420 -0.1340 1.1073 -1.8002 0.0836
O 3.1653 -0.2325 0.0674 0.3531 -0.7025 0.2092 -0.5963
```
Positions in Å, forces in eV/Å.